Below is a single CH8P2Si2 molecule, with properties calculated with wB97M-V/def2-TZVPD.

Values from the calculation:
Multiplicity: 3
E_HOMO (alpha / beta), eV: -6.363 / -8.948
Relative energy (zero: lowest compared OMol25 entry of this formula, charge and spin), eV: 0.485

Last column: Löwdin spin population.
CARTESIAN COORDINATES (ANGSTROEM)
P: 2.75944 0.66238 -0.07113  0.27
P: 0.73284 1.47559 0.47551  0.92
Si: -2.24039 0.71046 -0.02949  0.08
Si: 0.26357 -1.46075 -0.40255  0.10
C: -0.38732 0.37422 -0.01411  0.54
H: 1.38386 -1.43101 -1.55913  0.02
H: -2.83851 0.31014 1.29811  0.02
H: 2.86531 -0.22306 1.05201  0.04
H: 0.67205 -1.94302 0.97440  0.01
H: 3.37309 1.75706 0.39214  0.00
H: -2.90059 -0.11015 -1.03103  0.00
H: -2.64637 2.09533 -0.18615  0.00
H: -1.03698 -2.21721 -0.89857  0.01